# 1
The following is a quantum chemistry calculation of a 3-piece molecular cluster, C19H56BN10O4P2 overall, from the OMol25 dataset.

Frontier orbital gap = 5.0315 eV
HOMO level = -9.35 eV
LUMO energy = -0.159 Eh
Largest force on an atom = 5.40 eV/A

The geometry in ORCA input format:
```
! wB97M-V def2-TZVPD RIJCOSX def2/J DEFGRID3
* xyz 1 1
C -4.78 -0.87 -3.45
C -3.87 -1.61 -2.46
C -3.81 -3.08 -2.86
O -4.89 -3.75 -2.14
C -5.51 -4.76 -2.89
N -6.22 -5.65 -1.94
B -6.84 -4.81 -0.85
N -7.85 -3.82 -1.25
O -6.49 -4.93 0.46
C -5.29 -6.59 -1.49
N -5.37 -7.79 -2.05
N -4.31 -6.32 -0.57
C -4.01 -7.41 0.42
C -4.19 -6.85 1.84
H -4.35 -0.92 -4.45
H -4.97 0.15 -3.15
H -5.72 -1.42 -3.50
H -2.88 -1.18 -2.40
H -4.37 -1.59 -1.49
H -4.02 -3.20 -3.92
H -2.88 -3.56 -2.56
H -6.19 -4.38 -3.65
H -4.74 -5.37 -3.38
H -7.43 -3.00 -1.66
H -8.50 -4.22 -1.92
H -6.25 -4.06 0.78
H -4.51 -8.24 -2.30
H -6.26 -8.22 -2.26
H -3.45 -6.06 -1.05
H -4.68 -8.26 0.33
H -2.97 -7.68 0.31
H -4.10 -5.76 1.80
H -3.39 -7.21 2.48
H -5.16 -7.08 2.24
O -1.23 2.66 -0.83
P -1.23 2.59 0.66
N 0.40 2.19 1.02
C 0.91 0.87 1.28
C 1.37 3.07 0.39
N -2.42 1.35 0.86
C -2.17 0.07 1.48
C -3.38 1.22 -0.22
N -1.55 3.19 2.21
C -0.56 3.48 3.25
C -2.92 3.49 2.60
H 1.90 0.95 1.73
H 0.99 0.24 0.38
H 0.32 0.34 2.03
H 1.23 4.10 0.73
H 1.30 3.06 -0.71
H 2.39 2.79 0.66
H -1.49 -0.56 0.88
H -3.11 -0.48 1.60
H -1.76 0.19 2.49
H -2.98 0.63 -1.06
H -3.66 2.20 -0.61
H -4.30 0.75 0.13
H -0.30 2.57 3.80
H -0.96 4.20 3.96
H 0.35 3.92 2.85
H -3.31 2.73 3.27
H -3.57 3.55 1.73
H -2.98 4.46 3.10
O 4.84 3.47 1.10
P 6.10 3.31 0.29
N 6.97 2.19 1.27
C 7.97 2.52 2.25
C 6.21 0.99 1.60
N 6.62 4.95 0.31
C 7.84 5.41 0.93
C 5.57 5.95 0.43
N 7.07 2.99 -1.07
C 8.02 1.90 -1.23
C 6.96 3.85 -2.25
H 8.53 1.62 2.53
H 7.55 2.96 3.17
H 8.72 3.20 1.86
H 5.94 0.45 0.69
H 5.29 1.21 2.15
H 6.81 0.31 2.20
H 7.81 5.32 2.03
H 8.01 6.46 0.69
H 8.71 4.88 0.54
H 5.26 6.10 1.47
H 4.69 5.66 -0.14
H 5.91 6.90 0.03
H 8.98 2.16 -0.77
H 8.19 1.70 -2.29
H 7.66 0.97 -0.80
H 7.81 4.52 -2.31
H 6.05 4.45 -2.21
H 6.90 3.25 -3.16
*
```

Löwdin analysis output, partial charges in e: -0.08 -0.22 -0.17 -0.15 -0.18 0.11 -0.64 0.18 0.18 -0.32 0.27 0.08 -0.19 -0.07 0.08 0.08 0.07 0.11 0.11 0.12 0.12 0.15 0.14 0.08 0.08 0.13 0.15 0.15 0.17 0.11 0.12 0.07 0.08 0.08 -0.30 0.67 -0.33 -0.13 -0.12 -0.32 -0.14 -0.15 -0.31 -0.10 -0.12 0.08 0.09 0.05 0.08 0.08 0.05 0.08 0.07 0.07 0.06 0.07 0.08 0.09 0.08 0.07 0.09 0.07 0.08 -0.31 0.69 -0.34 -0.13 -0.14 -0.33 -0.13 -0.14 -0.30 -0.10 -0.12 0.08 0.09 0.05 0.07 0.07 0.08 0.08 0.08 0.07 0.08 0.07 0.08 0.09 0.08 0.07 0.09 0.07 0.08

***

# 2
The following is a quantum chemistry calculation of a 2-piece molecular cluster, C12H17N overall, from the OMol25 dataset.

Frontier orbital gap (spin up / spin down) = 9.2552 / 6.7366 eV
HOMO level (spin up / spin down) = -12.95 / -13.63 eV
LUMO energy (spin up / spin down) = -0.136 / -0.253 Eh
Largest force on an atom = 2.10 eV/A
Expectation value of S² = 0.78

The geometry in ORCA input format:
```
! wB97M-V def2-TZVPD RIJCOSX def2/J DEFGRID3
* xyz 1 2
C 2.34 -2.57 -1.24
C 1.30 -1.90 -0.43
C -0.08 -2.07 -0.66
C 1.44 -1.19 0.77
C 0.12 -0.87 1.18
C 2.51 -0.39 1.27
C -0.11 -0.08 2.26
C 2.26 0.51 2.27
C 1.00 0.59 2.84
N -0.80 -1.46 0.28
H 2.68 -1.92 -2.04
H 2.10 -3.55 -1.62
H -0.60 -2.61 -1.43
H -1.73 -1.70 0.57
H 3.44 -0.52 0.74
H -1.04 0.08 2.77
H 3.07 1.17 2.55
H 0.77 1.22 3.68
H 3.23 -2.82 -0.65
C -1.89 1.75 -0.57
C -0.87 1.46 -1.67
C -3.16 2.27 -1.22
H -2.12 0.86 0.03
H -1.57 2.44 0.20
H -0.53 2.39 -2.11
H -3.55 1.61 -2.00
H -4.02 2.29 -0.54
H -1.15 0.71 -2.41
H 0.04 1.04 -1.20
H -3.08 3.27 -1.61
*
```

Löwdin analysis output, partial charges in e: 0.00 -0.14 0.04 -0.10 -0.19 0.05 0.03 -0.04 0.01 0.16 0.11 0.10 0.16 0.19 0.13 0.13 0.12 0.13 0.10 -0.32 -0.12 -0.13 0.07 0.10 0.08 0.08 0.07 0.07 0.05 0.07

***

# 3
The following is a quantum chemistry calculation of C2H3InN as an isolated structure, from the OMol25 dataset.

Frontier orbital gap = 2.4077 eV
HOMO level = -24.64 eV
LUMO energy = -0.817 Eh
Largest force on an atom = 15.02 eV/A

The geometry in ORCA input format:
```
! wB97M-V def2-TZVPD RIJCOSX def2/J DEFGRID3
* xyz 3 1
In -11.60 12.41 14.01
C -4.68 11.74 10.87
C -5.96 12.14 11.58
N -6.93 12.38 12.10
H -4.16 12.62 10.47
H -4.81 10.99 10.09
H -4.05 11.23 11.60
*
```

Löwdin analysis output, partial charges in e: 1.59 0.21 0.14 0.49 0.15 0.20 0.21

***

Number 1: E_tot -62949.807 eV, M 561.5 g/mol. Number 2: E_tot -14202.216 eV, M 175.3 g/mol. Number 3: E_tot -8741.218 eV, M 155.9 g/mol.